(1)
C52H104O26S10 | the ωB97M-V functional and the def2-TZVPD basis

```
192
Properties=species:S:1:pos:R:3:forces:R:3
O -8.61220 0.35024 -0.51715 -0.054 0.005 -0.268
C -7.84221 0.92786 0.20644 -0.626 -1.100 0.438
O -7.08536 1.93958 -0.19108 1.206 0.034 1.447
C -7.21232 2.53217 -1.46154 0.689 1.234 0.528
C -6.25613 3.78140 -1.47014 -2.047 -1.943 0.330
C -7.68426 0.63285 1.70008 1.012 -0.587 -0.971
H -8.26046 2.72360 -1.56081 -0.588 0.435 -0.681
H -6.84932 1.89233 -2.24551 -0.102 -0.655 -0.277
H -6.62087 4.62393 -0.90444 -0.124 0.152 0.214
H -6.24341 3.98352 -2.51011 0.750 0.803 -0.959
H -5.34733 3.38425 -1.06490 0.838 0.235 -0.080
H -7.82001 1.56852 2.14983 0.074 1.438 1.044
H -6.69479 0.22472 1.98678 -0.356 0.376 -0.393
H -8.42962 -0.02356 2.10192 -0.500 -0.466 -0.331
O 2.96531 -5.56675 2.11443 -1.175 0.128 0.292
C 1.74963 -5.61016 1.95699 1.557 -1.027 -0.260
O 0.85722 -5.68178 2.92492 -0.124 -0.345 1.291
C 1.33668 -5.90964 4.31069 -0.777 1.889 -0.933
C 0.21857 -5.33837 5.19162 2.845 -0.820 1.091
C 1.14795 -5.78458 0.61057 -0.028 1.271 0.000
H 2.22254 -5.31297 4.42458 0.498 0.231 0.143
H 1.63642 -6.92227 4.41835 -0.223 -1.066 0.101
H -0.70243 -5.75858 4.91497 -1.336 -0.654 0.040
H 0.23062 -4.29668 4.95957 -0.246 0.806 0.189
H 0.52755 -5.50594 6.27699 -0.812 0.238 -1.332
H 1.87295 -6.32984 0.04093 0.189 -0.045 -0.650
H 0.93462 -4.78387 0.22684 0.469 -0.030 -0.299
H 0.19789 -6.25452 0.62093 -0.767 -0.789 0.258
O 0.87894 0.76108 0.39598 0.935 0.059 -0.099
C 0.23167 0.02043 -0.29293 -2.181 -0.195 -0.156
O -1.13964 -0.05649 -0.11091 1.267 -0.478 -0.559
C -1.66140 0.77562 0.94514 1.115 1.678 0.181
C -3.14545 0.98498 0.72956 -0.419 0.153 0.783
C 0.71106 -0.86746 -1.43301 -1.326 1.941 -1.317
H -1.06352 1.74261 0.88768 -0.914 -1.084 0.396
H -1.41374 0.27560 1.91454 -0.307 0.541 -0.698
H -3.53370 -0.01310 0.70657 -0.672 -0.512 -0.431
H -3.43792 1.56913 -0.17566 0.485 -0.554 0.874
H -3.62014 1.40233 1.65465 0.647 0.022 -0.859
H 1.68974 -0.50361 -1.77568 -0.220 -0.429 0.211
H -0.02956 -0.74928 -2.30948 1.134 -0.082 1.381
H 0.70443 -1.88269 -1.12325 0.301 -0.924 0.333
C 3.95217 1.31004 -1.69106 -0.315 0.257 2.073
C 5.29826 2.06646 -1.37836 -0.475 -1.921 0.337
C 6.07111 1.91554 -2.68682 -0.081 -0.262 0.971
S 4.88502 2.22536 -3.96561 -0.789 2.296 -0.565
O 4.83865 1.19769 -4.96799 0.258 -0.459 -0.009
O 5.00481 3.62686 -4.42141 -0.139 -1.747 0.736
C 3.44587 2.06484 -2.85539 0.360 -0.229 -1.746
H 3.15455 1.42218 -0.90794 0.942 -0.235 -0.229
H 4.04138 0.24935 -1.92965 0.305 0.214 0.167
H 5.95080 1.75056 -0.52955 -0.790 -0.228 -0.596
H 4.97133 3.05043 -1.15768 0.145 1.321 -0.017
H 6.41032 0.87995 -2.72297 0.156 0.144 -0.301
H 6.87000 2.61978 -2.70205 0.714 0.392 -0.590
H 2.64349 1.58092 -3.38720 -0.219 -0.305 -0.289
H 3.14891 3.06028 -2.63349 -0.201 0.975 0.387
C -0.70917 4.32596 -5.78908 -1.307 0.308 0.968
C 0.75219 4.38314 -6.15317 0.198 0.903 0.566
C 1.46033 3.45444 -5.19890 -0.274 -0.658 -0.126
S 0.38592 2.03977 -5.15817 -2.028 -1.245 1.448
O 0.10491 1.46392 -3.81006 1.286 0.944 -1.889
O 0.85401 1.19756 -6.22480 0.109 -0.769 -0.295
C -1.16441 2.83023 -5.64912 0.331 1.349 -0.043
H -1.32586 4.99153 -6.42263 0.136 -0.771 0.064
H -0.87115 4.69014 -4.76798 0.286 0.375 -0.209
H 1.17795 5.40315 -6.09039 -0.296 -0.498 -0.045
H 0.84952 4.03389 -7.14866 0.462 -0.332 -1.120
H 1.43880 3.79928 -4.19373 0.406 0.747 0.795
H 2.42599 3.08413 -5.52623 0.195 0.122 0.140
H -1.87782 2.72504 -4.81297 0.337 -0.114 -0.521
H -1.53928 2.41910 -6.58307 0.163 -0.296 0.062
C -3.33371 -1.06258 -2.79185 0.539 -0.657 0.915
C -2.42376 -2.29033 -2.89866 0.243 -1.111 -0.294
C -2.31844 -2.99421 -1.56114 0.652 2.313 1.140
S -3.91198 -2.77124 -0.81883 -0.623 -0.792 -0.021
O -3.93144 -2.17782 0.50478 0.392 -0.175 -0.357
O -4.52953 -4.06942 -0.98505 -0.526 0.202 0.111
C -4.55654 -1.58158 -2.00955 -0.003 -1.393 -1.530
H -3.50419 -0.79154 -3.81126 -0.733 0.631 -0.451
H -2.84670 -0.25273 -2.26094 0.142 0.229 0.055
H -1.43644 -2.16850 -3.35004 -0.058 0.560 0.203
H -2.88795 -3.02032 -3.55307 -0.407 -0.034 -0.417
H -1.62515 -2.43448 -0.90725 0.002 -0.541 -0.188
H -2.17507 -4.04437 -1.58545 0.421 -0.824 -0.024
H -5.17114 -0.92546 -1.44149 -0.368 0.885 0.180
H -5.17737 -2.20208 -2.71365 0.353 0.596 0.814
C 0.51088 1.62917 4.54425 -0.486 0.669 0.806
C 1.57485 2.55804 5.05252 -0.161 -0.332 1.616
C 1.31699 2.73535 6.55018 0.491 -1.053 -0.262
S 0.96631 1.02693 7.06975 -1.539 0.314 1.321
O -0.02360 0.85873 8.14750 1.437 0.648 -1.330
O 2.26472 0.44433 7.19046 1.022 -0.704 0.308
C 0.25556 0.52593 5.55026 -1.800 -0.722 -0.720
H 0.74989 1.28062 3.58263 0.074 -0.677 -1.281
H -0.40650 2.16312 4.52475 -0.829 0.790 -0.651
H 1.66370 3.49186 4.57102 -0.323 1.130 -0.745
H 2.52068 2.11058 4.97606 1.502 -0.801 -0.261
H 0.46640 3.32935 6.71622 -1.137 0.905 0.429
H 2.18669 3.07126 7.10130 -0.036 0.075 0.226
H -0.85046 0.33705 5.69384 1.189 0.307 0.083
H 0.66189 -0.38977 5.16289 0.543 -0.565 0.398
C 0.99129 -2.42687 -6.50930 -1.374 -0.566 1.259
C 1.53290 -2.14279 -5.08837 0.750 -2.394 1.012
C 2.78535 -1.27107 -5.25250 -0.782 0.449 -0.499
S 3.65867 -2.11590 -6.53577 0.077 -0.245 0.423
O 4.19059 -3.35852 -6.01304 0.241 -0.128 0.215
O 4.56115 -1.24953 -7.24456 -0.252 -0.016 -0.183
C 2.17097 -2.57617 -7.42228 0.319 0.499 -0.880
H 0.32986 -1.58235 -6.65495 0.092 0.303 -1.022
H 0.34140 -3.35387 -6.60730 0.760 1.072 0.551
H 1.92935 -3.13386 -4.69696 -0.470 1.007 -0.112
H 0.75520 -1.83918 -4.35777 0.595 0.347 -0.623
H 3.42559 -1.14727 -4.39093 0.036 -0.037 0.244
H 2.56177 -0.31146 -5.73106 -0.059 0.068 0.371
H 2.33213 -3.60626 -7.67820 0.112 -0.427 -0.320
H 2.10177 -1.96674 -8.31102 0.057 0.102 -0.326
C -3.56567 -3.68218 3.64159 0.161 0.837 0.879
C -2.14549 -3.21478 3.77137 1.094 -0.392 -0.079
C -2.29421 -1.71579 3.61213 0.502 0.144 -2.179
S -3.64469 -1.21544 4.57996 -0.691 -0.540 0.458
O -4.56936 -0.51378 3.72706 -0.363 0.543 -0.015
O -3.22413 -0.59623 5.82362 -0.157 -0.262 -0.256
C -4.25832 -2.90452 4.75961 -0.949 -0.133 0.735
H -3.70172 -4.68970 3.88537 -0.049 -1.775 0.028
H -3.89913 -3.48456 2.63444 -0.577 0.200 -0.150
H -1.46376 -3.70803 3.05371 -0.236 0.618 0.116
H -1.75755 -3.45587 4.76180 -0.012 0.030 0.086
H -2.68072 -1.53161 2.58148 0.367 -0.110 0.521
H -1.44201 -1.07894 3.73988 0.583 0.147 0.398
H -5.35188 -2.96988 4.68900 0.258 0.517 0.056
H -3.97077 -3.27832 5.77227 0.011 0.233 -0.817
C 6.32873 -4.32678 -3.37499 -1.654 2.462 -0.935
C 7.32598 -3.31216 -4.04087 -1.502 -0.059 -0.008
C 6.72362 -1.86992 -3.77591 -0.290 -2.324 -0.424
S 5.88366 -2.00396 -2.21774 -1.080 -0.989 -0.170
O 4.46971 -1.69768 -2.40139 0.528 0.268 0.198
O 6.66694 -1.35807 -1.19619 -0.106 0.547 0.271
C 5.97427 -3.76709 -1.99854 2.093 -0.475 1.190
H 6.65497 -5.32183 -3.38569 0.601 -1.360 0.146
H 5.36604 -4.26208 -3.94365 0.771 -0.297 0.108
H 7.43184 -3.48560 -5.13650 -0.036 0.116 0.895
H 8.26181 -3.44107 -3.53225 0.726 0.222 0.043
H 5.95573 -1.66644 -4.53466 0.519 0.419 0.162
H 7.50386 -1.17584 -3.60708 0.524 1.070 -0.359
H 5.10728 -4.16051 -1.51049 -0.986 0.027 -0.237
H 6.74930 -3.91321 -1.19491 -0.174 0.123 -1.031
C -4.27791 3.26020 6.52244 -0.171 0.731 -1.904
C -5.16092 2.32615 5.60713 1.141 0.599 -0.506
C -4.78978 2.62865 4.12000 0.176 1.587 0.465
S -3.32051 3.71875 4.18368 -1.280 -0.513 -1.819
O -3.75225 5.12426 4.13309 0.870 -1.490 0.014
O -2.39521 3.15879 3.18787 -0.038 1.184 0.803
C -2.91013 3.25340 5.80909 -0.003 -0.272 0.630
H -4.20552 2.98228 7.53565 0.093 -0.860 1.098
H -4.58367 4.31613 6.54728 -0.340 -0.292 -0.215
H -6.22733 2.30675 5.77171 -0.217 0.346 0.212
H -4.77910 1.33608 5.78166 -0.045 -0.559 0.206
H -5.44376 3.27837 3.54363 -0.652 -0.084 0.251
H -4.55082 1.78493 3.49582 0.149 -0.434 0.200
H -2.15787 3.90890 6.21348 0.236 0.269 0.250
H -2.51834 2.24507 5.67057 0.069 -0.145 0.323
C 0.42354 5.13480 -0.63041 3.239 0.633 -1.421
C -0.64489 5.36595 0.39330 -2.279 1.726 -2.208
C -2.01700 4.86745 -0.17123 1.401 -1.586 1.384
S -1.60935 3.91830 -1.65100 0.258 -0.327 0.772
O -1.80487 4.83543 -2.75486 0.071 -0.453 -0.319
O -2.20281 2.59350 -1.63234 0.060 0.915 -0.531
C 0.18599 3.75805 -1.30077 -1.288 0.313 2.758
H 1.44640 5.22998 -0.12985 -1.171 -0.509 -0.689
H 0.51818 5.92742 -1.49827 -0.774 -1.233 1.835
H -0.81048 6.41583 0.50984 0.249 1.021 -0.127
H -0.55906 5.10463 1.39181 0.928 -1.575 1.666
H -2.69837 5.66856 -0.27715 -0.695 0.639 -0.918
H -2.43199 4.18961 0.57284 -0.197 -0.314 -0.179
H 0.71386 3.51054 -2.18122 0.466 -0.110 -0.942
H 0.30250 2.94061 -0.51789 -0.249 0.782 -1.104
C 4.65813 -1.74426 3.12858 -0.155 -1.567 -0.437
C 4.67822 -1.09784 1.75998 0.022 -0.808 -0.759
C 3.25017 -0.62029 1.44687 -0.132 -0.398 0.031
S 2.18483 -1.81077 2.24084 -1.709 -1.748 -0.897
O 1.67018 -2.72224 1.19546 0.652 0.934 0.785
O 1.14015 -1.28536 3.10818 0.758 0.443 -0.067
C 3.45375 -2.67834 3.14199 -0.490 0.292 -0.119
H 4.61043 -1.09205 3.94834 -0.321 1.352 1.005
H 5.54925 -2.32113 3.30764 0.485 -0.280 -0.121
H 5.04479 -1.89255 1.05897 -0.548 0.854 0.228
H 5.38639 -0.29056 1.71990 0.253 0.429 -0.161
H 2.88094 -0.68101 0.41638 0.594 0.424 0.196
H 3.01226 0.32405 1.91798 0.053 0.396 -0.171
H 3.50472 -3.58937 2.54688 0.639 -0.081 0.212
H 3.04974 -2.89590 4.11865 -0.016 -0.111 0.344
```
Positions in Å, forces in eV/Å.

The value obtained for the gap between HOMO and LUMO is 10.2493 eV. As for the total charge: 0. Its HOMO energy is -10.081 eV. The largest force on an atom is 0.07025 hartree/bohr. The molar mass comes out at 1466.05 g mol⁻¹.

Results of the Mulliken charge analysis, in e, for atoms 1 through 99:
1. O -0.609
2. C 0.664
3. O -0.155
4. C -0.482
5. C -0.689
6. C -0.797
7. H 0.432
8. H 0.256
9. H 0.359
10. H 0.371
11. H -0.066
12. H 0.344
13. H 0.013
14. H 0.392
15. O -0.721
16. C 1.001
17. O -0.231
18. C -0.349
19. C -0.525
20. C -0.842
21. H 0.220
22. H 0.429
23. H 0.327
24. H -0.184
25. H 0.372
26. H 0.397
27. H -0.155
28. H 0.365
29. O -0.867
30. C 0.520
31. O 0.876
32. C 1.653
33. C 0.436
34. C 0.179
35. H -0.113
36. H -0.981
37. H -0.172
38. H 0.041
39. H -1.133
40. H -0.677
41. H -0.450
42. H 0.324
43. C 2.879
44. C -0.895
45. C -0.418
46. S 1.143
47. O -0.539
48. O -0.744
49. C -0.046
50. H -0.837
51. H -1.404
52. H 0.292
53. H 0.459
54. H -0.166
55. H 0.677
56. H -0.635
57. H 0.535
58. C -0.289
59. C -0.770
60. C -0.190
61. S 0.914
62. O -0.027
63. O -0.790
64. C -0.656
65. H 0.404
66. H 0.032
67. H 0.412
68. H 0.358
69. H -0.093
70. H 0.326
71. H 0.080
72. H 0.473
73. C 0.337
74. C -0.428
75. C -0.022
76. S 1.115
77. O -0.508
78. O -0.823
79. C -1.007
80. H 0.597
81. H -0.349
82. H -0.270
83. H 0.572
84. H -0.478
85. H 0.686
86. H 0.271
87. H 0.424
88. C 1.671
89. C -1.098
90. C -0.835
91. S 1.245
92. O -0.711
93. O -0.675
94. C 0.488
95. H -0.819
96. H -0.613
97. H 0.517
98. H 0.351
99. H 0.283


(2)
C16H25BrClO4P2Sc | the ωB97M-V functional and the def2-TZVPD basis

```
50
Properties=species:S:1:pos:R:3:forces:R:3
C -0.48785 -0.68512 -3.17147 -0.376 -0.072 -0.458
C 0.80942 -0.19578 -2.54179 1.109 2.059 -2.577
H -0.32001 -1.70188 -3.56364 -0.120 0.262 0.083
H -0.73166 -0.03413 -4.02411 0.028 -0.175 0.287
H -1.41742 -0.78501 -2.53794 0.705 -0.461 -0.909
O 1.59017 0.54096 -3.15831 -1.713 -2.132 1.781
Cl -3.57548 0.76834 -0.33879 0.510 -0.178 -1.062
Sc -1.37091 0.37574 -0.86378 -2.438 1.712 3.460
P -0.64073 2.81327 -1.76781 0.572 1.145 -0.182
C 0.95407 3.23466 -0.98461 0.042 -0.320 0.149
C -0.32436 3.26992 -3.50684 -0.184 -0.407 -0.130
H 0.13753 4.26576 -3.56325 -0.145 -0.305 0.052
H -1.11544 5.05986 -0.95642 -0.162 -0.282 -0.133
H -1.27849 3.27424 -4.04974 0.277 0.048 0.017
H -2.47054 4.39274 -1.93942 0.154 -0.043 0.251
H 1.75521 2.67669 -1.48531 -0.069 0.251 0.141
H 0.34536 2.52156 -3.95150 -0.116 0.346 -0.047
C -1.71476 4.16622 -1.17610 -0.454 -0.367 0.226
H 1.11848 4.31710 -1.07623 0.046 -0.356 0.013
H -2.22545 3.82326 -0.26647 0.073 0.289 -0.171
H 0.92743 2.93939 0.07172 0.065 0.201 -0.168
P 1.53803 -2.34988 -0.76829 0.112 -0.613 1.392
C 1.95577 -2.37476 0.96352 0.084 -0.001 0.183
C 0.11564 -3.39827 -1.05211 -0.379 0.133 -0.232
H 2.60290 -3.59674 -2.49262 0.142 0.218 0.105
H 3.72728 -3.13842 -1.17730 -0.127 0.126 -0.205
H 3.23710 -1.91780 -2.39991 0.080 -0.254 0.081
C 2.90617 -2.78663 -1.81600 0.294 -0.074 -0.418
H -0.17576 -3.39016 -2.11052 0.091 -0.189 0.277
H 0.40400 -4.41943 -0.75998 -0.060 0.234 -0.097
H 2.42244 -3.34531 1.18420 -0.085 0.215 -0.023
H 1.04960 -2.25297 1.57000 0.125 0.011 -0.152
H -0.72161 -3.05842 -0.42468 0.233 -0.130 -0.066
H 2.65150 -1.55976 1.19676 -0.080 -0.170 -0.015
C 1.08346 -0.60739 -1.13237 0.358 2.714 2.472
O 0.95158 0.28717 -0.24523 0.648 -3.145 -2.746
Br 1.54635 0.83779 2.93376 0.193 0.052 0.238
C 0.08293 0.01306 3.79850 -0.994 -0.406 0.543
C 0.13091 -0.25020 5.17123 -0.060 -0.002 -0.283
C -0.94527 -0.88926 5.80252 -0.004 0.110 -0.472
C -2.06223 -1.28620 5.05951 0.047 0.009 0.045
C -2.11406 -1.04006 3.68906 0.227 0.041 0.055
C -1.05898 -0.37002 3.06782 0.567 0.114 -0.180
C -1.14374 -0.06888 1.60952 -0.159 0.368 0.290
O -1.31333 -1.03904 0.76364 0.503 0.540 -0.496
O -1.07872 1.12694 1.18386 0.200 -1.310 -0.711
H 1.00777 0.04719 5.73888 -0.147 -0.065 -0.060
H -0.90263 -1.07642 6.87554 -0.006 0.052 -0.315
H -2.89859 -1.78957 5.54513 0.268 0.154 -0.104
H -2.96309 -1.34437 3.07732 0.124 0.052 0.270
```
Positions in Å, forces in eV/Å.

The value obtained for the gap between HOMO and LUMO is 4.9270 eV. As for the total charge: +2. Its HOMO energy is -14.094 eV. The largest force on an atom is 0.08878 hartree/bohr. The molar mass comes out at 503.63 g mol⁻¹.

Atom-resolved charges from natural (NBO), all expressed in e:
1. C -0.717
2. C 0.429
3. H 0.301
4. H 0.322
5. H 0.178
6. O -0.384
7. Cl -0.341
8. Sc 1.390
9. P 0.790
10. C -0.923
11. C -0.928
12. H 0.268
13. H 0.260
14. H 0.256
15. H 0.263
16. H 0.242
17. H 0.244
18. C -0.915
19. H 0.260
20. H 0.269
21. H 0.262
22. P 1.491
23. C -0.976
24. C -0.973
25. H 0.296
26. H 0.310
27. H 0.295
28. C -0.990
29. H 0.266
30. H 0.310
31. H 0.294
32. H 0.306
33. H 0.310
34. H 0.303
35. C 0.191
36. O -0.400
37. Br 0.083
38. C -0.097
39. C -0.213
40. C -0.159
41. C -0.192
42. C -0.182
43. C -0.151
44. C 0.815
45. O -0.791
46. O -0.648
47. H 0.246
48. H 0.247
49. H 0.244
50. H 0.239